Formula: C3H8O5
Source: the Open Molecules 2025 dataset
Level of theory: wB97M-V/def2-TZVPD

Each line ends with the Löwdin charge.
CARTESIAN COORDINATES (ANGSTROEM)
C -1.311 1.658 -1.933  -0.15
O 0.882 1.721 -0.384  -0.13
O -1.602 1.425 -0.608  -0.09
O -0.267 1.830 0.316  -0.12
H -0.319 0.752 1.030  0.10
H -1.613 0.789 -2.529  0.09
H -1.750 2.594 -2.298  0.09
H -0.205 1.745 -2.041  0.09
C 0.756 -2.478 1.447  0.03
C 0.660 -1.052 1.010  -0.51
O 1.431 -0.648 0.082  0.10
O -0.226 -0.311 1.535  0.12
H 1.234 0.472 -0.238  0.09
H 0.233 -3.101 0.720  0.10
H 1.799 -2.793 1.468  0.09
H 0.299 -2.604 2.425  0.09

Output
relative energy (zero: lowest compared OMol25 entry of this formula, charge and spin)	85.0	kcal per mole
gap between HOMO and LUMO	9.942	eV
maximum force	1.1	eV Å⁻¹
LUMO energy	0.038	eV

Formula: C3H8OS
Source: the Open Molecules 2025 dataset
Level of theory: wB97M-V/def2-TZVPD

Each line ends with the Mulliken spin population.
CARTESIAN COORDINATES (ANGSTROEM)
C 1.344 0.253 -0.297  0.01
O 2.456 -0.568 -0.150  0.02
C 0.066 -0.468 0.100  0.07
C -1.127 0.506 0.135  -0.03
S -2.661 0.021 -0.780  0.95
H 1.288 1.293 0.110  0.00
H 1.370 0.570 -1.345  0.00
H 2.646 -0.700 0.785  0.00
H -0.208 -1.347 -0.490  -0.02
H 0.264 -0.846 1.111  0.00
H -0.902 1.353 -0.509  0.00
H -1.376 0.822 1.153  0.02
H -3.161 -0.888 0.177  -0.02

Output
net charge	+1
relative energy (zero: lowest compared OMol25 entry of this formula, charge and spin)	17.8	kcal per mole
gap between HOMO and LUMO (spin up / spin down)	10.219 / 5.170	eV
2S+1	2
maximum force	2.3	eV Å⁻¹
LUMO energy (spin up / spin down)	-4.444 / -9.376	eV

Formula: C3H8OS
Source: the Open Molecules 2025 dataset
Level of theory: wB97M-V/def2-TZVPD

Each line ends with the Mulliken spin population.
CARTESIAN COORDINATES (ANGSTROEM)
C -0.225 -0.811 -1.741  -0.04
S -1.988 -0.786 -1.859  0.94
H 0.341 -1.381 -2.593  0.06
H -0.071 0.240 -1.902  0.01
H 0.185 -1.245 -0.813  0.06
H -2.116 0.528 -1.890  -0.01
O 1.836 1.268 0.372  0.00
C 1.440 0.713 1.412  0.00
C -0.074 0.418 1.666  -0.02
H 2.056 0.246 2.147  0.00
H -0.562 0.257 0.684  0.01
H -0.717 1.050 2.303  0.00
H -0.106 -0.496 2.215  0.00

Output
net charge	+1
relative energy (zero: lowest compared OMol25 entry of this formula, charge and spin)	32.9	kcal per mole
gap between HOMO and LUMO (spin up / spin down)	9.101 / 3.872	eV
2S+1	2
maximum force	3.9	eV Å⁻¹
LUMO energy (spin up / spin down)	-4.347 / -9.568	eV

Formula: C3H8OS2
Source: the Open Molecules 2025 dataset
Level of theory: wB97M-V/def2-TZVPD

Each line ends with the Löwdin charge.
CARTESIAN COORDINATES (ANGSTROEM)
C -0.345 -3.005 -1.953  0.00
C 0.406 -3.054 -0.873  -0.27
O 0.480 -2.075 0.092  -0.04
H -0.199 -3.706 -2.758  0.05
H -1.121 -2.251 -2.030  0.06
H 1.150 -3.832 -0.742  0.11
H 0.133 -1.303 -0.372  0.04
C -0.148 1.326 -1.268  -0.51
S 0.208 2.289 0.206  0.37
S -0.375 1.014 1.739  0.32
H -1.205 1.070 -1.288  0.03
H 0.057 1.971 -2.126  0.03
H 0.439 0.434 -1.422  0.01
H 0.366 -0.060 1.453  -0.22

Output
relative energy (zero: lowest compared OMol25 entry of this formula, charge and spin)	24.6	kcal per mole
gap between HOMO and LUMO	9.373	eV
maximum force	1.1	eV Å⁻¹
LUMO energy	0.578	eV

Formula: C3H8OS2
Source: the Open Molecules 2025 dataset
Level of theory: wB97M-V/def2-TZVPD

Each line ends with the Löwdin charge.
CARTESIAN COORDINATES (ANGSTROEM)
C 1.534 -1.054 1.289  -0.02
C 1.186 0.066 1.904  -0.29
O 1.745 1.304 1.553  -0.06
H 1.006 -1.985 1.416  0.05
H 2.337 -0.950 0.568  0.07
H 0.528 0.158 2.760  0.11
H 2.689 1.207 1.703  0.09
C -1.938 -0.220 0.473  -0.50
S -0.915 -0.937 -0.827  0.36
S -0.344 0.786 -1.826  0.32
H -2.083 -0.980 1.243  0.03
H -1.401 0.677 0.785  0.01
H -2.942 0.145 0.231  0.04
H 0.444 1.309 -0.853  -0.20

Output
relative energy (zero: lowest compared OMol25 entry of this formula, charge and spin)	29.0	kcal per mole
gap between HOMO and LUMO	9.200	eV
maximum force	0.8	eV Å⁻¹
LUMO energy	0.650	eV

Formula: C3H8OSi
Source: the Open Molecules 2025 dataset
Level of theory: wB97M-V/def2-TZVPD

Each line ends with the Löwdin charge.
CARTESIAN COORDINATES (ANGSTROEM)
C 0.422 1.587 -0.478  -0.22
C 1.470 0.507 -0.535  -0.24
C 0.037 0.188 -0.762  -0.22
O -2.298 -2.278 0.532  -0.28
Si -1.089 -1.452 1.226  0.69
H 0.193 2.022 0.484  0.08
H 0.385 2.307 -1.287  0.09
H 2.169 0.493 -1.363  0.09
H 1.922 0.206 0.399  0.08
H -0.321 -0.120 -1.731  0.05
H -2.945 -1.867 -0.036  0.04
H -1.572 -0.400 2.109  -0.08
H -0.218 -2.481 1.745  -0.07

Output
relative energy (zero: lowest compared OMol25 entry of this formula, charge and spin)	68.3	kcal per mole
gap between HOMO and LUMO	8.460	eV
maximum force	3.7	eV Å⁻¹
LUMO energy	0.510	eV